{
  "formula": "C4H13OPTi",
  "method": "wB97M-V/def2-TZVPD",
  "elements": ["C", "C", "O", "C", "C", "P", "H", "H", "H", "H", "H", "H", "H", "H", "H", "H", "H", "H", "H", "Ti"],
  "coordinates": [[-2.8833, 0.0567, -1.5678], [-1.3377, -0.1758, -1.7409], [-0.9123, -0.8134, -0.5316], [0.5003, -0.8059, -0.4062], [0.8940, -0.8170, 1.1152], [1.4742, 0.8569, 1.7937], [-3.2873, 0.7054, -2.3657], [-3.3668, -0.9389, -1.5157], [-2.9975, 0.5026, -0.5535], [-0.8086, 0.7944, -1.9167], [-1.1324, -0.7977, -2.6441], [0.8879, -1.7533, -0.8469], [0.9551, 0.0371, -0.9770], [1.7546, -1.5285, 1.2114], [0.0706, -1.1961, 1.7644], [1.4238, 1.5050, 0.4826], [0.3127, 0.9478, 2.6418], [2.6859, 0.1668, 2.3287], [2.0331, 2.1162, 2.3251], [3.7338, 1.1377, 1.4033]],
  "mulliken_charge": [-1.064, -0.262, -0.298, -0.476, -0.849, -0.066, 0.359, 0.279, 0.274, 0.312, 0.291, 0.306, 0.329, 0.320, 0.436, 0.094, 0.166, 0.094, 0.070, 0.684],
  "total_charge": 1,
  "homo_lumo_gap_ev": [7.033, 6.498],
  "spin_multiplicity": 2
}